# 1
Molecular formula: C7H10BrCoN
Method: DFT, ωB97M-V with the def2-TZVPD basis set

The geometry in XYZ format:
```
20
Properties=species:S:1:pos:R:3:mulliken_spin:R:1
C -0.8623 -1.5253 -0.1293 -0.03
C -1.4160 -0.4426 0.5749 0.18
C -0.5163 -0.0292 1.5855 0.07
C 0.5942 -0.8933 1.5438 0.05
C 0.3987 -1.8388 0.4764 0.06
Co 0.5724 -0.1166 -0.2894 2.07
N 2.2976 -1.2951 -0.5830 1.35
C -0.2363 1.1622 -1.4709 -0.10
C -0.9648 2.0335 -0.7119 0.29
H -0.6795 0.7709 2.2904 0.01
H -2.4220 0.0029 0.4236 -0.03
H 1.3972 -0.9154 2.2474 0.03
H 0.9771 -2.7698 0.3062 0.00
H -1.3618 -2.0924 -0.9149 0.01
H -2.0071 1.9188 -0.4925 -0.02
H 0.7557 1.5015 -1.8544 0.02
H 2.5814 -0.4657 -1.1887 -0.06
H -0.5030 2.8783 -0.2248 0.00
H -0.6509 0.4530 -2.1965 0.03
Br 2.0457 1.6633 0.6082 0.06
```

Calculated values
Kohn-Sham gap (alpha / beta), Eh: 0.224 / 0.277
Spin multiplicity: 5
<S²>: 6.0696
Charge: -1

# 2
Molecular formula: C3H16BeF6NO11S2
Method: DFT, ωB97M-V with the def2-TZVPD basis set

The geometry in XYZ format:
```
40
Properties=species:S:1:pos:R:3:nbo_charge:R:1
Be -0.2379 0.8379 0.2970 1.67
C -1.5510 -3.6208 0.0423 0.79
F -0.8221 -4.4352 -0.6675 -0.28
F -2.7647 -4.1392 0.2208 -0.30
F -0.9835 -3.4382 1.2336 -0.31
S -1.8634 -1.8887 -0.7681 2.16
O -2.6475 -1.9830 -1.9558 -0.85
O -2.5353 -1.1127 0.2465 -0.97
N -0.2354 -1.2965 -0.8233 -1.33
S 0.4337 -1.6622 -2.2249 2.18
O -0.1393 -2.7824 -2.9315 -0.89
O 0.6254 -0.4993 -3.0734 -0.95
C 2.1355 -2.3541 -1.6717 0.76
F 2.6446 -2.9960 -2.7254 -0.29
F 2.9243 -1.3710 -1.2941 -0.32
F 1.9724 -3.2117 -0.6761 -0.31
O -2.5217 2.1105 0.7824 -0.96
H -3.2760 1.8136 1.3028 0.49
H -2.7247 3.0230 0.5514 0.50
O 2.1092 1.1280 -0.7281 -0.97
H 2.5081 0.7284 -1.5098 0.51
H 2.8510 1.4611 -0.2132 0.49
O 1.3155 -0.8403 1.3699 -0.98
H 1.8281 -1.1119 2.1390 0.49
H 1.1149 -1.6614 0.9017 0.51
O -1.1966 -0.1998 2.4079 -0.95
H -2.1568 -0.2864 2.4681 0.51
H -0.9218 0.0857 3.2855 0.48
O -1.3924 1.2615 -2.1689 -0.99
H -1.0846 0.7349 -2.9233 0.52
H -2.3549 1.2533 -2.2345 0.50
O -0.0910 3.1079 -0.5009 -0.99
H -0.0545 4.0429 -0.2733 0.51
H -0.1464 3.0849 -1.4665 0.52
C 1.8302 2.8922 2.1231 -0.26
O 0.5977 2.2197 2.1896 -0.76
H 2.6642 2.2304 2.3613 0.18
H 2.0047 3.3058 1.1301 0.20
H 1.7598 3.7775 2.7590 0.20
H 0.3823 1.7916 3.0184 0.49
```

Calculated values
Kohn-Sham gap, Eh: 0.332
Charge: +1

# 3
Molecular formula: C7H14N2O
Method: DFT, ωB97M-V with the def2-TZVPD basis set

The geometry in XYZ format:
```
24
Properties=species:S:1:pos:R:3:nbo_charge:R:1
C -0.3662 -0.6777 -0.1179 -0.02
C 0.2675 -1.8963 0.5323 -0.67
C -0.6951 -0.8524 -1.5969 -0.66
C -1.6773 -0.3839 0.6143 -0.67
C -0.3000 2.3567 0.0965 -0.69
C 1.7326 0.2670 -0.5652 0.62
C 0.4128 1.3276 0.8990 0.59
O 2.2301 -0.6779 -1.3482 -0.69
N 2.0564 1.2864 -0.0127 -0.57
N 0.5100 1.0568 2.1014 -0.73
H 3.1647 -0.4684 -1.5183 0.50
H 1.3883 1.2035 2.5833 0.40
H 0.6492 -1.6170 1.5206 0.22
H -0.4748 -2.6934 0.6755 0.20
H 1.0728 -2.3279 -0.0604 0.22
H 0.1425 -1.2159 -2.1873 0.22
H -1.0491 0.0834 -2.0388 0.20
H -1.5077 -1.5840 -1.7144 0.19
H -1.5515 -0.2479 1.6885 0.23
H -2.2308 0.4517 0.1819 0.20
H -2.3384 -1.2560 0.5113 0.21
H -0.3209 2.1156 -0.9614 0.24
H -1.3206 2.4362 0.4728 0.24
H 0.2057 3.3140 0.2441 0.25
```

Calculated values
Kohn-Sham gap (alpha / beta), Eh: 0.285 / 0.285

# 4
Molecular formula: C2H2F2S2
Method: DFT, ωB97M-V with the def2-TZVPD basis set

The geometry in XYZ format:
```
8
Properties=species:S:1:pos:R:3:nbo_charge:R:1
F 1.1067 -1.2741 0.8840 -0.33
C 0.6515 -0.7162 -0.2933 0.48
F 1.5869 0.1714 -0.8913 -0.34
C -0.5882 0.0998 0.0234 -0.33
S -2.1339 -0.4254 -0.2058 0.11
S 0.0074 1.8035 0.1767 0.08
H 0.4418 -1.5530 -0.8426 0.16
H -1.0722 1.8941 1.1489 0.16
```

Calculated values
Kohn-Sham gap, Eh: 0.303

# 5
Molecular formula: C32H49Ca2Cl3IN2O11P
Method: DFT, ωB97M-V with the def2-TZVPD basis set

The geometry in XYZ format:
```
101
Properties=species:S:1:pos:R:3:mulliken_charge:R:1
C 1.1927 -1.8702 2.7041 -0.87
C 1.7785 -0.6990 3.0398 -0.42
C 1.1452 0.6679 2.7923 -1.02
C 0.8555 0.7884 1.3235 -0.28
C 1.7721 1.2040 0.4070 1.67
P 3.1648 2.2517 0.9328 0.02
C 4.2202 1.4746 2.2033 -0.60
C 4.2541 2.3816 -0.5139 0.74
C 5.0475 3.6626 -0.5445 -1.20
C 1.4993 0.7277 -0.9869 -0.21
O 2.3627 0.2067 -1.6457 -0.73
C 0.0840 0.8633 -1.4287 0.15
C -0.2660 0.8234 -2.7824 -1.12
C 0.2458 1.4856 -3.8808 -1.15
C -0.8688 1.0396 -0.3571 2.09
C -2.1209 1.7599 -0.5853 -2.81
I -3.7538 0.4319 -1.3395 -0.03
C -2.5898 2.5394 0.6854 0.89
C -1.4957 3.4325 1.2719 -1.30
C -0.4898 0.4724 0.8988 1.46
O -1.2161 -0.2929 1.6782 -1.36
H 1.6986 -2.6007 2.0839 0.24
H 0.2164 -2.1575 3.0749 0.29
H 2.7673 -0.7407 3.4861 0.49
H 1.7930 1.4538 3.1584 0.09
H 0.2076 0.7151 3.3520 0.40
H 4.4365 0.4151 2.0542 0.17
H 3.8464 1.6177 3.2101 0.13
H 5.1771 1.9945 2.1555 0.32
H 3.7066 2.2611 -1.4507 -0.33
H 4.9540 1.5455 -0.4951 0.16
H 5.3227 3.9293 -1.5662 0.48
H 4.5166 4.5173 -0.1390 0.45
H 6.1503 3.4551 0.0278 0.29
H -1.0836 0.0844 -2.9942 0.38
H 0.7284 0.9146 -4.6710 0.36
H 0.1639 2.5520 -4.0037 0.25
H -2.0065 2.5427 -1.3271 0.65
H -3.4426 3.1708 0.4526 0.61
H -2.8980 1.8601 1.4853 -0.62
H -1.6075 3.5164 2.3496 0.43
H -0.4914 3.0860 1.0635 0.07
H -1.5843 4.4433 0.8842 0.39
C 4.1241 2.2065 -5.3406 0.60
O 3.3509 1.2796 -5.6990 -0.73
O 4.0593 2.3824 -3.9230 -0.42
O 4.8714 2.9385 -5.9707 -0.69
H 3.3881 1.6956 -3.7861 0.22
Ca -3.3930 -0.0914 1.3754 1.19
N -6.7388 -1.1857 -0.2609 0.98
O -7.8396 -1.6449 -0.4594 -0.56
O -6.4616 -0.6327 0.8474 -0.58
O -5.8309 -1.2748 -1.1463 -0.68
C 6.1541 -1.8894 0.1499 -0.74
C 6.5732 -2.5552 1.5051 -0.17
O 6.5279 -1.6232 2.4476 -0.50
H 6.8317 -1.0807 -0.1154 0.29
H 6.1833 -2.6267 -0.6570 0.41
H 5.1406 -1.4954 0.2137 0.03
H 7.5629 -3.0195 1.3099 0.26
H 5.8960 -3.4276 1.6295 0.21
Ca -1.7276 -1.2541 -3.4265 1.59
Cl 7.1058 4.1158 1.1192 -0.33
C 0.2248 -0.9607 -8.2830 -1.05
C 0.3847 -2.2504 -7.5289 0.88
O -0.4749 -2.6587 -6.7664 -0.62
C 1.6585 -3.0148 -7.7518 -1.07
H -0.7323 -0.5067 -8.0352 0.24
H 1.0274 -0.2708 -8.0120 0.33
H 0.2595 -1.1502 -9.3564 0.37
H 2.5118 -2.3996 -7.4617 0.32
H 1.7510 -3.2864 -8.8039 0.34
H 1.6513 -3.9212 -7.1510 0.29
N -8.9731 0.0929 2.8449 -0.37
C -8.1827 0.7921 3.6493 -0.17
C -8.3775 0.8993 5.0192 -0.45
C -9.4588 0.2399 5.5821 -0.20
C -10.2929 -0.4936 4.7558 -0.37
C -10.0050 -0.5343 3.3977 -0.21
H -7.3486 1.2963 3.1686 0.36
H -7.7006 1.4843 5.6277 0.34
H -9.6476 0.2981 6.6462 0.37
H -11.1486 -1.0231 5.1513 0.35
H -10.6299 -1.0985 2.7141 0.36
C -0.9456 -6.9638 -2.6243 -0.99
C -1.3786 -5.9758 -1.5575 -0.18
O -2.7377 -5.5722 -1.7572 -0.51
H -1.0530 -6.5248 -3.6167 0.26
H 0.0932 -7.2639 -2.4850 0.32
H -1.5710 -7.8579 -2.5955 0.33
H -0.7660 -5.0744 -1.5985 0.21
H -1.2749 -6.4153 -0.5615 0.26
H -3.2800 -6.3653 -1.7158 0.29
Cl -0.1322 3.3888 7.6853 -0.20
C 1.2387 2.4528 7.0341 -0.28
C 2.2576 3.3285 6.3543 -0.50
Cl 1.6309 4.0437 4.8454 -0.16
H 0.8393 1.7078 6.3507 0.14
H 1.7019 1.9397 7.8746 0.34
H 3.1287 2.7324 6.0871 0.24
H 2.5809 4.1415 6.9980 0.42
```

Calculated values
Kohn-Sham gap, Eh: 0.081